Formula: C7H5FN2O2S
Source: the OMol25 dataset
Level of theory: ωB97M-V/def2-TZVPD

```
18
Properties=species:S:1:pos:R:3:forces:R:3
C 2.7063 1.9092 -2.2496 -1.5710 0.6134 1.4930
C 1.8622 2.0830 -1.4017 0.1968 -0.2809 -0.6167
S 0.5325 2.1130 -0.3409 0.5425 1.0204 -0.2364
C 0.3462 0.4183 -0.0555 0.0849 -0.9359 -0.9632
C -0.7206 -0.0533 0.6708 -0.5856 -0.7836 1.3925
C -0.6602 -1.3817 0.9958 2.6053 0.5993 -2.1138
N 0.3044 -2.1618 0.5361 0.3685 -1.9407 0.0971
C 1.1571 -1.6983 -0.3406 -2.1182 2.5295 1.1998
N 1.1798 -0.4250 -0.6512 0.8957 1.0244 -0.3395
H 3.3022 1.8331 -3.0939 0.9276 -0.1552 -0.8006
H -1.5355 0.4435 1.1392 -0.2378 1.1104 -0.1696
H -1.2829 -1.9606 1.5341 -2.7348 -0.9233 2.1841
H 1.7999 -2.3106 -0.8394 1.7461 -1.8323 -1.0855
O -3.0426 4.3757 0.7040 -0.2408 1.3194 -0.2920
C -3.1366 3.2377 0.8039 0.5915 1.2795 0.1270
O -3.1420 2.1083 0.9473 -0.3986 -2.5133 0.1556
F 0.0790 -4.7260 0.8232 -0.1284 -1.1879 0.1338
H 0.2507 -3.8047 0.8184 0.0562 1.0567 -0.1657
```
Forces are in eV/Å.

The value obtained for the total energy is -27966.181 eV. The value obtained for the strongest force on any atom is 3.6 eV/Å. The spin multiplicity is 1. Its SMILES is C#CSc1ccncn1.O=C=O.F. Its net charge is 0. The frontier orbital gap is 9.39 eV.

---

Formula: C23H20BrClHfP
Source: the OMol25 dataset
Level of theory: ωB97M-V/def2-TZVPD

```
47
Properties=species:S:1:pos:R:3:forces:R:3
C 3.8728 1.3876 -1.2125 -0.5290 1.1956 -0.9630
C 2.6048 1.1664 -1.8338 0.7074 1.0033 0.1194
C 1.7244 2.2336 -1.4560 1.1868 0.5282 -0.2132
H 2.4029 0.4291 -2.5982 -0.0584 -0.2192 0.4173
C 2.4582 3.1382 -0.6196 0.6644 -0.3271 -1.2277
C 3.7877 2.6040 -0.4475 -0.6065 0.1882 -1.5651
H 4.6214 3.1125 0.0153 -0.1372 -0.1621 0.3094
H 4.7800 0.8425 -1.4304 -0.1694 -0.1791 0.3728
H 0.7553 2.4342 -1.8906 -0.1130 -0.1968 0.3239
H 2.1292 4.1214 -0.3150 -0.0946 -0.2475 0.3513
Hf 2.3456 1.1192 0.6199 0.2368 -0.6405 1.5626
Cl 1.9607 2.4009 2.5107 -0.1354 0.1079 0.3725
P 0.0576 -0.0445 0.2866 -2.0753 -1.0908 -0.1181
C -1.3245 0.9957 -0.2755 -0.2017 0.6966 -0.1594
C -2.2922 0.5507 -1.1897 0.0652 0.2819 0.1922
H -2.2137 -0.4372 -1.6358 -0.0387 0.1476 0.1065
C -3.3648 1.3797 -1.5347 0.0122 0.1103 0.0473
H -4.1094 1.0212 -2.2460 0.2068 0.0758 0.2002
C -3.4895 2.6575 -0.9823 0.2845 -0.2381 0.0914
H -4.3366 3.3005 -1.2554 0.4626 -0.3222 0.1547
C -2.5156 3.1043 -0.0781 -0.0821 -0.0090 -0.0735
H -2.6086 4.1016 0.3499 0.0832 -0.2410 -0.0569
C -1.4357 2.2924 0.2738 -0.2797 -0.2913 -0.3444
H -0.6862 2.6621 0.9777 -0.2121 -0.0915 -0.1243
C 0.0961 -1.4641 -0.8599 0.4681 -0.3750 -0.4068
C 0.2488 -1.2420 -2.2432 0.0997 -0.3195 0.0873
H 0.2341 -0.2276 -2.6485 -0.0409 -0.2899 0.1385
C 0.4237 -2.3203 -3.1143 -0.0922 -0.0871 0.1258
H 0.5787 -2.1384 -4.1770 -0.1262 -0.0011 0.2377
C 0.4096 -3.6369 -2.6339 0.0236 0.2504 0.2238
H 0.5337 -4.4844 -3.3220 -0.0612 0.4767 0.3693
C 0.2523 -3.8555 -1.2618 0.0664 0.0096 -0.1704
H 0.2590 -4.8735 -0.8730 -0.0295 0.2691 -0.0773
C 0.1182 -2.7846 -0.3761 -0.0053 0.3145 -0.1792
H 0.0373 -2.9719 0.6942 -0.0226 0.0096 -0.2674
C -0.5625 -0.7546 1.8542 0.2692 -0.0523 0.6154
C -1.9387 -0.9586 2.0598 0.4251 -0.0653 0.1229
H -2.6492 -0.6511 1.2966 0.0628 -0.0925 0.1586
C -2.3852 -1.5521 3.2415 -0.0305 -0.0048 0.0467
H -3.4565 -1.7182 3.3841 0.3891 0.0706 -0.0500
C -1.4814 -1.9266 4.2426 0.2239 0.1829 -0.3502
H -1.8428 -2.3890 5.1684 0.1885 0.2290 -0.4259
C -0.1118 -1.6973 4.0485 -0.2285 -0.0855 0.0310
H 0.5931 -1.9786 4.8315 -0.1445 0.0996 -0.2534
C 0.3538 -1.1207 2.8636 -0.5024 0.0017 -0.0721
H 1.4282 -0.9701 2.7330 -0.3437 -0.0692 0.0535
Br 3.7376 -0.8570 1.0589 0.2346 -0.5505 0.2660
```
Forces are in eV/Å.

The value obtained for the total energy is -117334.414 eV. The value obtained for the strongest force on any atom is 2.3 eV/Å. The spin multiplicity is 1. Its net charge is +1. The frontier orbital gap is 8.32 eV.

---

Formula: C27H24CoNO
Source: the OMol25 dataset
Level of theory: ωB97M-V/def2-TZVPD

```
54
Properties=species:S:1:pos:R:3:forces:R:3
Co 0.8338 1.4019 0.5477 0.2507 -0.4302 1.0774
C -0.4109 2.9245 -0.0077 -1.0682 0.3741 -0.9129
C -1.2986 2.5247 -1.1283 0.4357 0.5348 0.7903
C -2.6948 2.4815 -0.9920 -0.1920 -0.3209 -0.4243
C -3.5087 2.0864 -2.0489 0.1676 0.0086 0.1299
C -2.9524 1.7394 -3.2735 -0.1824 -0.0549 -0.1907
C -1.5688 1.7829 -3.4276 0.1156 0.0934 0.2125
C -0.7536 2.1606 -2.3710 -0.3872 0.0018 -0.4673
H -0.9926 3.2187 0.8684 -0.0162 0.0233 0.0303
H 0.2066 3.7763 -0.3172 0.2141 -0.1225 0.0436
H -3.1483 2.7510 -0.0457 0.0765 0.0226 0.0658
H -4.5861 2.0530 -1.9184 -0.0039 -0.0066 0.0131
H -3.5877 1.4315 -4.0977 0.0108 -0.0107 0.0137
H -1.1243 1.5032 -4.3778 0.0107 -0.0071 -0.0053
H 0.3216 2.1668 -2.5019 0.0528 -0.0263 0.1136
O 0.8562 1.2756 2.2334 -0.0928 0.0933 0.3347
N 0.1698 -0.2298 -0.3027 -1.1418 -0.9575 0.3417
C -0.6490 -1.1726 -0.0402 1.3060 1.4171 -0.5616
C -0.7820 -2.2548 -1.0699 -0.3467 -0.3271 0.2963
C -0.6959 -1.9404 -2.4242 -0.0426 -0.2530 -0.3236
C -0.7949 -2.9365 -3.3870 0.0311 0.0301 0.1656
C -0.9755 -4.2639 -3.0108 -0.0067 -0.0825 -0.0871
C -1.0563 -4.5878 -1.6638 0.0483 0.0662 0.0511
C -0.9639 -3.5889 -0.6994 0.0407 -0.1625 -0.3743
C -1.5211 -1.2775 1.1803 -0.2488 -0.3002 -0.3327
C -1.0832 -0.8883 2.4409 -0.5213 -0.1980 0.2498
C -1.9388 -0.9752 3.5352 -0.0587 -0.0582 -0.1830
C -3.2331 -1.4547 3.3859 -0.0557 0.0028 0.1588
C -3.6812 -1.8421 2.1303 0.0167 0.0225 -0.0961
C -2.8304 -1.7512 1.0363 -0.0888 0.0277 0.2330
H -0.5541 -0.9108 -2.7231 0.0189 0.0966 0.1944
H -0.7309 -2.6765 -4.4379 -0.0185 0.0086 -0.0110
H -1.0509 -5.0406 -3.7649 -0.0048 0.0042 0.0070
H -1.1905 -5.6216 -1.3625 0.0148 -0.0062 0.0045
H -1.0196 -3.8559 0.3486 -0.0507 0.0875 0.0408
H -0.1092 -0.4671 2.5679 0.6079 0.3155 -0.0925
H -1.5912 -0.6500 4.5084 0.0386 0.0087 0.0111
H -3.8965 -1.5161 4.2437 0.0079 -0.0069 -0.0135
H -4.6955 -2.2070 2.0018 0.0060 0.0181 -0.0103
H -3.1971 -2.0406 0.0577 0.0773 0.0027 -0.0085
C 2.7232 1.7481 -0.1674 1.1831 -0.0694 -0.1844
C 3.7680 1.4868 0.8595 -0.4649 0.1356 -0.8360
C 4.7522 0.5075 0.6690 0.2283 -0.0829 0.4573
C 5.7234 0.2633 1.6364 -0.1582 0.0301 -0.0897
C 5.7411 1.0015 2.8110 0.1914 -0.0435 0.1638
C 4.7732 1.9839 3.0117 -0.1243 0.0216 -0.2362
C 3.7975 2.2197 2.0554 0.5348 -0.0124 0.3009
H 2.8865 1.1135 -1.0465 0.0550 0.0710 -0.0375
H 2.7791 2.7957 -0.4869 -0.1903 0.0489 0.0731
H 4.7561 -0.0761 -0.2443 -0.0762 0.0339 -0.0509
H 6.4727 -0.5052 1.4703 -0.0067 -0.0072 -0.0093
H 6.4973 0.8118 3.5668 -0.0172 -0.0010 -0.0053
H 4.7723 2.5575 3.9329 -0.0125 0.0071 0.0130
H 3.0369 2.9641 2.2400 -0.1635 -0.0605 -0.0429
```
Forces are in eV/Å.

The value obtained for the total energy is -69549.690 eV. The value obtained for the strongest force on any atom is 2.0 eV/Å. The spin multiplicity is 5. Its net charge is -2. The frontier orbital gap (alpha / beta) is 4.90 / 5.39 eV.

---

Formula: C27H70Li4N6O12
Source: the OMol25 dataset
Level of theory: ωB97M-V/def2-TZVPD

```
119
Properties=species:S:1:pos:R:3:forces:R:3
Li 4.0221 2.6168 2.1015 -0.9363 -1.3890 -0.4168
Li 0.5751 3.6547 1.3193 0.0309 -1.6987 0.0411
Li -2.2979 3.1473 0.5402 -0.3091 -1.3969 -0.0081
Li 3.1270 4.1888 -0.4231 0.0732 -1.0305 -0.6804
O -0.7256 1.9262 1.2415 1.4679 1.3020 -0.9484
C 0.3212 0.9987 0.8725 -0.1477 0.9422 0.2540
C 1.6346 1.5482 0.1543 -0.2190 -0.7704 0.4500
O 2.3902 2.6225 0.7015 -0.5088 2.5694 0.9247
H -0.0495 0.1880 0.2452 -0.2311 0.1989 -0.7560
H 0.5675 0.4079 1.7548 0.5980 0.2864 0.4945
H 1.4024 1.7978 -0.8810 -0.3465 -0.0099 -0.2947
H 2.3290 0.7082 0.1369 -0.1614 -0.4370 -0.1701
C 3.5172 3.7456 -3.3629 -1.2166 -4.3309 -0.5075
O 3.7448 4.1681 -2.2787 0.8120 2.3711 5.4288
N 3.2125 2.4659 -3.5828 -0.3881 -1.9287 0.4678
N 3.4883 4.3840 -4.4466 -0.0058 4.4626 -4.5789
H 3.2353 1.8262 -2.8015 -0.1180 -0.1121 -0.5144
H 2.8764 2.2268 -4.5047 0.0693 -0.7063 0.6008
H 3.4586 5.3929 -4.4085 0.2168 -0.1141 -0.3273
H 3.2400 3.9176 -5.3073 0.1883 0.5316 0.0892
C 5.8481 0.6761 -2.5141 -0.4936 -0.5264 -0.5654
O 6.3537 0.8697 -1.2669 1.5439 0.1553 3.1947
C 6.3704 2.1609 -0.7086 -0.6561 0.1717 0.8816
C 6.6535 2.0578 0.8503 0.2509 -0.2301 -1.3189
N 5.5840 1.3674 1.5849 0.0441 0.7753 -0.0370
C 5.9123 1.2700 3.0388 0.0649 -1.4754 -0.7962
C 4.9112 0.3736 3.7360 -1.1220 0.3150 -0.3818
O 3.5996 0.9029 3.4558 0.8480 1.5652 -0.6026
C 2.5368 0.2040 3.9993 -1.2723 -0.9024 1.2565
H 6.0275 1.5481 -3.1430 -0.2847 -0.1219 -0.3868
H 4.8045 0.4074 -2.3504 -0.5289 0.2671 -0.7809
H 6.3330 -0.2232 -2.8937 0.0424 0.1957 -0.3926
H 5.4099 2.6612 -0.8328 -0.6387 -0.0799 -0.0442
H 7.0415 2.7971 -1.2855 0.6250 0.0824 0.4499
H 6.7505 3.0117 1.3688 0.5073 0.3462 -0.5924
H 7.5705 1.4734 0.9249 0.3533 0.2434 0.2468
H 5.5760 0.4587 1.1441 -0.6013 -0.5276 0.3394
H 5.9730 2.2639 3.4820 -0.0220 0.1377 0.0426
H 6.8667 0.7600 3.1695 0.3907 0.3237 0.1361
H 5.0798 0.3411 4.8124 0.0604 -0.0487 0.0485
H 4.9190 -0.6332 3.3182 0.3694 -0.1956 0.0770
H 2.2829 -0.7123 3.4663 0.3609 -0.2153 -0.1403
H 1.5975 0.7536 4.0607 0.2371 0.6503 -0.5851
H 2.7011 -0.0202 5.0532 0.3777 -0.3433 0.0925
C 5.0867 -3.3304 -0.7644 0.4742 0.2206 0.2565
O 4.1136 -3.0495 0.2361 0.2864 0.3255 -0.4678
C 3.3139 -1.9008 -0.0130 0.7920 0.4896 0.1328
C 2.1316 -2.1973 -0.9230 0.9971 0.9325 -0.0243
N 1.3959 -3.2801 -0.3839 -1.7432 -0.5066 0.8285
C 0.7271 -2.9222 0.9089 -0.0901 0.6262 -1.0000
C -0.1566 -4.0289 1.4092 -0.0155 -0.1854 -0.8263
O 0.7582 -4.9703 1.8443 0.5042 -2.7313 0.9517
C 0.1651 -6.2554 2.1600 -0.6593 0.2190 -0.2158
H 4.6834 -3.3896 -1.7754 -0.2525 -0.3828 0.0410
H 5.6420 -4.2195 -0.4657 -0.5564 -0.2968 -0.1699
H 5.8778 -2.5818 -0.8079 -0.0735 0.6234 0.1656
H 3.8721 -1.0377 -0.3757 0.7170 -0.0023 -0.5866
H 3.0517 -1.5390 0.9812 -0.6348 -0.2525 0.0872
H 2.4518 -2.3787 -1.9490 0.4006 -0.6465 -0.0217
H 1.5948 -1.2657 -1.1022 -0.7085 0.0536 0.5945
H 2.0886 -3.9742 -0.1419 -0.0449 -0.4888 -0.0929
H 0.1124 -2.0417 0.7219 0.0370 0.1884 0.0183
H 1.5037 -2.7036 1.6418 -0.2548 0.1120 0.4524
H -0.7581 -4.3884 0.5743 0.0199 -0.2420 -0.4051
H -0.9066 -3.8049 2.1679 0.1983 0.6102 0.4815
H -0.7850 -6.0851 2.6663 -0.1140 0.0272 0.1607
H 0.7293 -6.9568 2.7746 0.7425 0.9152 0.2944
H -0.0549 -6.8836 1.2968 -0.0486 0.4953 -0.6380
C -8.1015 3.0672 0.9485 -0.6752 0.7449 -1.4408
O -7.0357 2.2135 1.2320 0.2899 0.7035 0.5448
C -6.1720 2.8404 2.1652 0.9670 -2.3224 0.3034
C -4.9629 1.9195 2.3492 0.8596 0.1544 0.5484
N -3.9410 1.8764 1.2741 -0.9210 0.9994 -0.5392
C -4.4871 1.2691 0.0386 1.5821 -0.8713 -0.9605
C -3.3815 1.1543 -1.0144 0.1833 0.1296 -0.2204
O -2.8555 2.4765 -1.3644 0.6084 -0.5154 -0.0055
C -1.8367 2.3779 -2.3730 0.0422 0.1631 0.0530
H -8.4829 2.8064 -0.0387 -0.2611 -0.3207 0.1340
H -7.7539 4.0905 0.8067 0.1628 0.2672 0.1959
H -8.9298 3.1083 1.6557 0.1524 -0.4127 0.3528
H -6.6182 2.8256 3.1596 -0.3925 0.5133 0.0701
H -5.8518 3.8447 1.8876 -0.1800 0.1315 -0.2132
H -5.2075 0.8894 2.6084 -0.9116 -0.0966 -0.3366
H -4.4665 2.2133 3.2742 0.3012 0.4915 -0.0627
H -3.2301 1.2398 1.6050 0.2373 -0.1114 -0.0276
H -5.3785 1.7211 -0.3962 0.1850 0.3110 0.5689
H -4.6692 0.2068 0.2008 -0.6702 -0.1994 0.2735
H -3.6855 0.5733 -1.8852 -0.7481 0.6264 -0.4760
H -2.5821 0.4730 -0.7231 0.5111 0.3729 0.8702
H -1.0027 1.7431 -2.0738 -0.1920 -0.5067 0.2231
H -1.3576 3.3381 -2.5642 -0.4842 0.3921 0.2274
H -2.2425 2.0408 -3.3269 -0.1487 -0.1927 0.0868
C -2.9840 -1.1996 2.3465 0.2811 0.3675 0.0882
O -2.8606 -1.7616 1.1124 -0.4532 -0.9240 -3.2071
C -3.8942 -2.6866 0.8072 0.9649 -2.2862 -1.1378
C -3.7589 -3.3271 -0.6382 0.1515 1.4361 2.1900
N -3.9062 -2.3068 -1.6333 0.8393 -0.3293 -0.7680
C -3.8517 -2.9293 -2.9664 -1.1161 1.3232 -0.1717
C -3.9202 -1.8916 -4.1030 0.0687 -0.7467 0.7477
O -5.2580 -1.3819 -4.2215 0.2114 -0.0280 -1.6985
C -5.4231 -0.3720 -5.2846 0.6813 0.6145 1.7444
H -2.3630 -0.3062 2.2801 0.0136 0.2000 0.5604
H -2.5340 -1.8936 3.0564 -0.5890 0.2196 0.8423
H -4.0422 -0.9493 2.4213 -0.0143 0.1573 1.2457
H -4.9301 -2.3861 0.9646 0.0030 0.9177 0.0836
H -3.7574 -3.5605 1.4443 -0.1101 -0.1344 0.5175
H -4.5311 -4.0924 -0.7163 -0.0964 -0.3561 0.1157
H -2.7747 -3.7920 -0.6958 0.0222 -0.0305 -0.1747
H -4.7907 -1.8496 -1.4636 -0.2828 0.0506 -0.4650
H -4.6938 -3.6063 -3.1104 -0.3120 -0.1871 -0.0848
H -2.9784 -3.5672 -3.1022 0.3489 0.3836 0.3418
H -3.4898 -2.4772 -4.9154 -0.7552 0.3194 -1.0285
H -3.1938 -1.0984 -3.9259 -0.0357 0.4113 0.1989
H -5.1288 -0.5937 -6.3105 0.2249 -0.7180 0.2584
H -4.8459 0.4689 -4.9003 0.5486 0.2763 -0.4690
H -6.4128 0.0834 -5.3206 -0.4030 -0.9496 0.3398
O -1.2198 1.8568 4.0185 -0.2749 0.0496 0.7755
H -1.2410 1.4554 3.1498 0.1747 0.0786 -0.7552
H -0.3934 2.3392 4.0399 0.1133 0.0276 0.0345
```
Forces are in eV/Å.

The value obtained for the total energy is -63450.522 eV. The value obtained for the strongest force on any atom is 6.4 eV/Å. The spin multiplicity is 1. Its net charge is +2. The frontier orbital gap is 5.92 eV.